No. 1
{"formula": "C48H53As2CsN6O6", "method": "ωB97M-V with the def2-TZVPD basis set", "symbols": ["Cs", "O", "C", "C", "C", "C", "N", "C", "C", "C", "C", "C", "C", "O", "C", "C", "N", "H", "H", "H", "H", "H", "H", "H", "H", "H", "H", "H", "H", "C", "C", "As", "C", "C", "C", "C", "C", "C", "C", "C", "C", "C", "C", "C", "As", "C", "C", "C", "C", "C", "C", "C", "C", "C", "C", "C", "C", "H", "H", "H", "H", "H", "H", "H", "H", "H", "H", "H", "H", "H", "H", "H", "H", "H", "H", "H", "H", "H", "H", "H", "H", "C", "N", "C", "N", "O", "H", "H", "H", "H", "H", "H", "C", "C", "C", "C", "C", "C", "O", "N", "C", "O", "N", "C", "O", "H", "H", "H", "H", "H", "H", "H", "H", "H", "H", "H"], "positions_angstrom": [[-0.34, 0.27, -0.96], [2.92, -7.21, -2.23], [1.97, -7.07, -1.19], [1.43, -5.67, -1.19], [0.62, -5.24, -0.15], [0.17, -3.93, -0.15], [0.47, -3.05, -1.10], [1.22, -3.47, -2.12], [1.73, -4.76, -2.20], [1.52, -2.47, -3.19], [1.59, -2.86, -4.52], [1.81, -1.90, -5.50], [1.87, -2.25, -6.96], [1.75, -3.65, -7.12], [1.96, -0.58, -5.09], [1.88, -0.29, -3.74], [1.67, -1.21, -2.80], [3.24, -8.12, -2.24], [2.42, -7.27, -0.21], [1.13, -7.76, -1.33], [0.36, -5.90, 0.67], [-0.45, -3.57, 0.66], [2.37, -5.06, -3.01], [1.44, -3.90, -4.81], [2.82, -1.88, -7.37], [1.06, -1.72, -7.47], [1.76, -3.85, -8.06], [2.12, 0.21, -5.81], [1.98, 0.73, -3.40], [1.42, -0.41, 3.11], [0.94, 0.49, 4.25], [-1.02, 0.46, 4.43], [-1.32, 2.10, 5.47], [-0.35, 3.05, 5.76], [-0.70, 4.23, 6.41], [-2.01, 4.46, 6.78], [-2.98, 3.51, 6.51], [-2.63, 2.33, 5.86], [-1.49, 1.29, 2.72], [-2.51, 0.77, 2.03], [-3.14, 1.31, 0.82], [-2.78, 2.41, 0.16], [-1.62, 3.28, 0.54], [-0.76, 2.53, 2.28], [0.81, -2.29, 3.28], [1.49, -2.57, 5.09], [0.57, -2.79, 6.11], [1.00, -2.92, 7.42], [2.35, -2.84, 7.72], [3.27, -2.62, 6.71], [2.85, -2.49, 5.40], [2.27, -3.13, 2.28], [2.70, -4.40, 2.67], [3.64, -5.08, 1.92], [4.17, -4.51, 0.77], [3.74, -3.25, 0.37], [2.80, -2.56, 1.13], [2.51, -0.41, 3.07], [1.06, -0.02, 2.16], [1.31, 1.51, 4.09], [1.35, 0.16, 5.21], [0.68, 2.90, 5.47], [0.07, 4.97, 6.62], [-2.28, 5.38, 7.29], [-4.01, 3.68, 6.80], [-3.40, 1.59, 5.65], [-2.97, -0.14, 2.42], [-3.99, 0.75, 0.44], [-3.35, 2.71, -0.71], [-1.37, 4.00, -0.24], [0.14, 2.72, 2.86], [-0.49, -2.85, 5.87], [0.27, -3.08, 8.21], [2.68, -2.94, 8.75], [4.33, -2.56, 6.94], [3.57, -2.33, 4.61], [2.29, -4.86, 3.56], [3.98, -6.06, 2.23], [4.90, -5.04, 0.18], [4.13, -2.80, -0.53], [2.47, -1.59, 0.79], [-1.29, 6.18, 1.58], [-0.78, 4.96, 2.21], [-1.62, 3.80, 2.01], [-2.88, 4.02, 2.64], [-0.45, 2.47, 0.87], [-0.56, 6.98, 1.74], [-2.22, 6.47, 2.05], [-1.46, 6.08, 0.50], [0.14, 4.76, 1.85], [-2.75, 4.23, 3.62], [-3.49, 3.22, 2.55], [1.65, 3.52, -5.51], [0.95, 4.78, -5.02], [-0.30, 4.49, -4.18], [-0.91, 5.81, -3.68], [-2.23, 5.64, -2.93], [-1.33, 3.82, -5.07], [-1.68, 4.30, -6.13], [-1.85, 2.65, -4.60], [-1.48, 1.99, -3.42], [-2.09, 0.95, -3.16], [-0.50, 2.48, -2.64], [0.11, 3.65, -2.95], [1.01, 4.10, -2.24], [2.51, 3.77, -6.13], [0.98, 2.90, -6.11], [2.01, 2.92, -4.67], [0.65, 5.40, -5.86], [1.63, 5.36, -4.39], [-1.06, 6.46, -4.55], [-0.16, 6.27, -3.03], [-3.03, 5.31, -3.60], [-2.54, 6.58, -2.47], [-2.14, 4.90, -2.13], [-2.57, 2.20, -5.15]], "lowdin_charge": [1.16, -0.05, -0.21, -0.19, -0.02, -0.14, 0.09, -0.22, 0.04, -0.21, 0.05, -0.18, -0.21, -0.06, 0.00, -0.14, 0.03, 0.09, 0.12, 0.13, 0.12, 0.09, 0.12, 0.12, 0.13, 0.13, 0.09, 0.12, 0.10, -0.45, -0.46, 1.29, -0.40, -0.11, -0.08, -0.09, -0.10, -0.14, -0.34, -0.13, -0.12, -0.04, -0.21, -0.24, 1.27, -0.43, -0.14, -0.09, -0.09, -0.08, -0.11, -0.43, -0.13, -0.09, -0.09, -0.08, -0.12, 0.07, 0.04, 0.05, 0.06, 0.09, 0.10, 0.10, 0.10, 0.09, 0.09, 0.11, 0.12, 0.12, 0.13, 0.09, 0.10, 0.10, 0.10, 0.11, 0.10, 0.10, 0.11, 0.11, 0.10, -0.10, -0.02, -0.45, 0.15, -0.21, 0.08, 0.07, 0.07, 0.12, 0.08, 0.07, -0.07, -0.18, -0.31, -0.16, -0.07, -0.44, 0.09, 0.21, -0.62, -0.12, 0.01, -0.49, 0.04, 0.08, 0.08, 0.06, 0.12, 0.12, 0.12, 0.12, 0.08, 0.08, 0.06, 0.16], "e_above_lowest_kj_mol": 288.7, "spin_multiplicity": 1, "homo_energy_ev": -8.38}


No. 2
{"formula": "C48H53BCl2N6O2P2SSn", "method": "ωB97M-V with the def2-TZVPD basis set", "symbols": ["Sn", "C", "C", "C", "C", "C", "N", "N", "B", "N", "N", "C", "C", "C", "C", "C", "N", "N", "C", "C", "C", "C", "C", "H", "H", "H", "H", "H", "H", "H", "H", "H", "H", "H", "H", "H", "H", "H", "H", "H", "H", "H", "H", "H", "H", "C", "C", "P", "C", "C", "C", "C", "C", "C", "C", "C", "C", "C", "C", "C", "P", "C", "C", "C", "C", "C", "C", "C", "C", "C", "C", "C", "C", "H", "H", "H", "H", "H", "H", "H", "H", "H", "H", "H", "H", "H", "H", "H", "H", "H", "H", "H", "H", "H", "H", "H", "H", "O", "O", "Cl", "C", "Cl", "H", "H", "S", "C", "C", "C", "C", "C", "C", "H", "H", "H", "H", "H"], "positions_angstrom": [[1.26, -0.15, -1.40], [3.03, 2.32, -3.08], [3.90, 1.57, -2.13], [5.19, 1.82, -1.70], [5.45, 0.87, -0.74], [6.64, 0.65, 0.14], [4.38, 0.05, -0.66], [3.40, 0.50, -1.50], [4.28, -1.22, 0.20], [3.65, -0.95, 1.56], [2.30, -0.68, 1.62], [1.94, -0.85, 2.86], [0.48, -0.79, 3.23], [3.04, -1.23, 3.66], [4.11, -1.28, 2.79], [5.58, -1.41, 3.07], [3.45, -2.33, -0.56], [2.21, -2.18, -1.10], [1.77, -3.42, -1.46], [0.49, -3.72, -2.14], [2.74, -4.36, -1.07], [3.77, -3.66, -0.51], [5.02, -4.21, 0.07], [3.36, 3.36, -3.16], [3.01, 1.86, -4.06], [2.01, 2.34, -2.67], [5.83, 2.63, -1.97], [7.47, 1.39, -0.05], [6.38, 0.67, 1.19], [7.04, -0.34, -0.06], [5.35, -1.67, 0.28], [-0.04, -0.25, 2.46], [0.12, -1.81, 3.28], [0.30, -0.36, 4.20], [3.19, -1.45, 4.72], [5.77, -2.10, 3.87], [6.16, -1.67, 2.21], [5.94, -0.45, 3.45], [0.56, -3.53, -3.21], [0.28, -4.76, -1.95], [-0.38, -3.15, -1.77], [2.72, -5.42, -1.26], [5.02, -5.29, -0.07], [5.91, -3.82, -0.45], [5.14, -4.04, 1.13], [-3.09, 1.41, 0.82], [-3.12, 0.14, 1.71], [-2.72, -1.38, 0.68], [-2.55, -2.52, 2.04], [-1.78, -3.68, 1.86], [-1.72, -4.64, 2.85], [-2.36, -4.43, 4.04], [-3.09, -3.27, 4.26], [-3.24, -2.34, 3.24], [-4.32, -1.57, -0.16], [-4.49, -1.09, -1.46], [-5.71, -1.21, -2.10], [-6.79, -1.81, -1.46], [-6.63, -2.28, -0.17], [-5.39, -2.19, 0.48], [-1.43, 2.08, 0.36], [-1.97, 3.22, -0.92], [-1.11, 3.44, -2.00], [-1.43, 4.44, -2.91], [-2.59, 5.20, -2.78], [-3.41, 5.02, -1.69], [-3.15, 4.00, -0.80], [-1.06, 3.28, 1.69], [-0.11, 2.89, 2.62], [0.26, 3.68, 3.70], [-0.32, 4.93, 3.85], [-1.28, 5.37, 2.92], [-1.64, 4.56, 1.87], [-3.70, 2.16, 1.31], [-3.62, 1.20, -0.14], [-2.39, 0.26, 2.54], [-4.09, 0.03, 2.19], [-1.28, -3.79, 0.91], [-1.15, -5.55, 2.73], [-2.22, -5.18, 4.82], [-3.63, -3.13, 5.19], [-3.81, -1.47, 3.42], [-3.64, -0.62, -1.97], [-5.81, -0.78, -3.10], [-7.72, -1.91, -1.98], [-7.48, -2.78, 0.31], [-5.29, -2.55, 1.51], [-0.20, 2.85, -2.08], [-0.77, 4.71, -3.72], [-2.79, 5.95, -3.53], [-4.30, 5.64, -1.58], [-3.77, 3.84, 0.05], [0.46, 1.97, 2.44], [1.04, 3.30, 4.35], [-0.05, 5.59, 4.66], [-1.71, 6.36, 3.02], [-2.36, 4.94, 1.18], [-1.59, -0.73, -0.25], [-1.80, -2.21, -0.51], [2.60, 3.32, 0.35], [2.54, 5.06, 0.58], [3.89, 5.87, -0.21], [2.58, 5.31, 1.64], [1.60, 5.43, 0.19], [1.15, -0.89, -3.81], [-0.58, -0.94, -4.18], [-1.41, 0.19, -4.02], [-2.75, 0.14, -4.35], [-3.27, -1.05, -4.83], [-2.47, -2.17, -5.01], [-1.11, -2.11, -4.73], [-0.96, 1.11, -3.64], [-3.43, 1.00, -4.25], [-4.34, -1.10, -5.06], [-2.91, -3.10, -5.39], [-0.44, -2.96, -4.91]], "lowdin_charge": [1.02, -0.05, -0.38, 0.01, -0.26, -0.01, 0.05, -0.08, -0.53, 0.03, 0.11, -0.36, -0.03, 0.00, -0.28, -0.02, 0.04, -0.08, -0.30, -0.05, 0.01, -0.26, -0.02, 0.08, 0.08, 0.02, 0.11, 0.10, 0.07, 0.08, 0.09, 0.04, 0.07, 0.08, 0.11, 0.08, 0.05, 0.09, 0.03, 0.08, 0.06, 0.11, 0.08, 0.09, 0.07, -0.37, -0.28, 0.73, -0.26, -0.05, -0.08, -0.09, -0.07, -0.09, -0.24, -0.07, -0.07, -0.08, -0.09, -0.07, 1.04, -0.38, -0.11, -0.08, -0.09, -0.08, -0.11, -0.35, -0.14, -0.09, -0.09, -0.09, -0.08, 0.07, 0.08, 0.08, 0.08, 0.10, 0.11, 0.11, 0.11, 0.08, 0.10, 0.10, 0.10, 0.11, 0.11, 0.07, 0.11, 0.10, 0.11, 0.08, 0.08, 0.11, 0.09, 0.10, 0.08, -0.35, -0.24, 0.59, -1.03, 0.52, 0.03, 0.03, 0.52, -0.66, -0.12, -0.12, -0.13, -0.08, -0.13, 0.08, 0.12, 0.10, 0.11, 0.10], "spin_multiplicity": 1, "homo_energy_ev": -7.12}